{"formula": "C3H4Cl2N2", "method": "ωB97M-V/def2-TZVPD", "spin_multiplicity": 1, "fmax_ev_per_a": 5.55, "de_lowest_ev": 2.529, "homo_energy_ev": -9.253, "gap_ev": 9.80, "e_lumo_ev": 0.5463, "symbols": ["C", "C", "C", "N", "N", "Cl", "Cl", "H", "H", "H", "H"], "coordinates": [[2.881, 0.429, 0.197], [0.830, 0.565, -0.104], [-1.284, -0.401, -0.213], [3.480, 1.497, 0.326], [0.106, -0.474, -0.032], [3.111, -1.134, -0.164], [0.503, 2.217, -0.182], [-1.709, -0.699, -1.281], [-1.862, 0.510, -0.087], [-1.704, -1.135, 0.546], [4.470, 1.477, 0.177]], "mulliken_charge": [0.391, 0.329, -0.753, -0.461, -0.351, -0.090, -0.144, 0.243, 0.314, 0.256, 0.265]}

=====

{"formula": "C36H74O34S11", "method": "ωB97M-V/def2-TZVPD", "spin_multiplicity": 1, "fmax_ev_per_a": 5.63, "de_lowest_ev": 1.594, "homo_energy_ev": -9.697, "gap_ev": 9.68, "e_lumo_ev": -0.0195, "smiles": "O=S1(=O)CCCC1.O=S1(=O)CCCC1.O=S1(=O)CCCC1.O=S1(=O)CCCC1.O=S1(=O)CCCC1.O=S1(=O)CCCC1.O=S1(=O)OCCO1.O=S1(=O)OCCO1.O=S1(=O)OCCO1.O=S1(=O)OCCO1.O=S1(=O)OCCO1.OCCO", "symbols": ["C", "C", "C", "S", "O", "O", "C", "H", "H", "H", "H", "H", "H", "H", "H", "C", "C", "C", "S", "O", "O", "C", "H", "H", "H", "H", "H", "H", "H", "H", "C", "C", "C", "S", "O", "O", "C", "H", "H", "H", "H", "H", "H", "H", "H", "C", "C", "C", "S", "O", "O", "C", "H", "H", "H", "H", "H", "H", "H", "H", "C", "C", "C", "S", "O", "O", "C", "H", "H", "H", "H", "H", "H", "H", "H", "C", "C", "C", "S", "O", "O", "C", "H", "H", "H", "H", "H", "H", "H", "H", "C", "C", "O", "S", "O", "O", "O", "H", "H", "H", "H", "C", "C", "O", "S", "O", "O", "O", "H", "H", "H", "H", "C", "C", "O", "S", "O", "O", "O", "H", "H", "H", "H", "C", "C", "O", "S", "O", "O", "O", "H", "H", "H", "H", "C", "C", "O", "S", "O", "O", "O", "H", "H", "H", "H", "C", "C", "O", "O", "H", "H", "H", "H", "H", "H"], "coordinates": [[2.003, 2.608, 1.275], [2.933, 2.279, 0.056], [4.210, 1.727, 0.635], [4.525, 2.828, 2.122], [5.330, 4.038, 1.850], [4.903, 1.949, 3.235], [2.788, 3.383, 2.328], [1.539, 1.722, 1.709], [1.131, 3.209, 1.019], [3.157, 3.152, -0.556], [2.393, 1.601, -0.605], [5.210, 1.684, 0.204], [4.002, 0.777, 1.127], [2.761, 4.374, 1.875], [2.456, 3.513, 3.358], [-4.106, -2.762, -0.311], [-4.574, -3.484, 0.978], [-6.013, -4.010, 0.822], [-6.808, -2.725, -0.335], [-7.790, -1.936, 0.428], [-7.160, -3.372, -1.586], [-5.210, -1.787, -0.744], [-3.982, -3.626, -0.964], [-3.157, -2.228, -0.267], [-4.622, -2.791, 1.818], [-3.910, -4.315, 1.217], [-6.639, -4.236, 1.685], [-5.931, -4.868, 0.154], [-5.111, -0.982, -0.016], [-5.217, -1.359, -1.746], [3.907, -1.989, 3.947], [3.578, -1.117, 5.181], [2.403, -1.610, 5.979], [1.431, -2.279, 4.638], [0.673, -1.171, 4.024], [0.766, -3.496, 5.178], [2.733, -2.785, 3.495], [4.767, -2.629, 4.147], [4.334, -1.354, 3.170], [3.426, -0.057, 4.977], [4.491, -1.065, 5.774], [1.627, -0.972, 6.403], [2.691, -2.513, 6.517], [2.318, -2.697, 2.491], [2.900, -3.806, 3.837], [0.845, 1.495, -3.807], [2.290, 2.130, -3.878], [3.026, 1.328, -5.046], [2.330, -0.372, -5.268], [3.191, -1.456, -4.772], [1.798, -0.467, -6.641], [1.016, -0.040, -4.022], [0.116, 1.837, -4.542], [0.417, 1.860, -2.874], [2.938, 2.093, -3.002], [2.141, 3.181, -4.125], [4.114, 1.277, -5.040], [2.916, 1.767, -6.038], [1.488, -0.527, -3.168], [0.065, -0.519, -4.251], [6.152, -3.717, -1.512], [5.482, -4.809, -2.288], [4.044, -4.327, -2.392], [3.665, -3.416, -0.785], [2.828, -4.260, 0.150], [3.223, -2.052, -1.142], [5.472, -3.338, -0.167], [6.160, -2.896, -2.229], [7.221, -3.867, -1.362], [5.437, -5.729, -1.705], [5.893, -5.092, -3.258], [3.134, -4.884, -2.617], [4.024, -3.443, -3.029], [5.603, -4.155, 0.543], [5.814, -2.404, 0.280], [-1.199, 7.399, -0.641], [-0.419, 8.507, -0.090], [1.065, 8.405, -0.603], [1.425, 6.589, -0.981], [2.233, 5.949, 0.070], [1.727, 6.426, -2.353], [-0.384, 6.165, -0.554], [-1.340, 7.582, -1.706], [-2.193, 7.410, -0.192], [-0.366, 8.339, 0.985], [-0.845, 9.475, -0.355], [1.814, 8.908, 0.008], [1.282, 8.806, -1.594], [-0.464, 5.934, 0.509], [-0.651, 5.268, -1.112], [-0.121, -5.467, -4.791], [-0.367, -4.046, -5.344], [-0.618, -3.229, -4.217], [-0.471, -3.986, -2.733], [-1.651, -3.551, -1.947], [0.882, -3.958, -2.199], [-0.736, -5.427, -3.455], [0.906, -5.826, -4.740], [-0.582, -6.280, -5.353], [-1.202, -4.047, -6.044], [0.549, -3.669, -5.799], [-1.643, 2.904, 4.875], [-0.837, 1.882, 4.057], [0.202, 1.642, 4.920], [-0.398, 1.329, 6.448], [0.492, 1.947, 7.415], [-0.879, -0.042, 6.610], [-1.742, 2.203, 6.054], [-2.667, 2.974, 4.508], [-1.139, 3.870, 4.898], [-0.499, 2.292, 3.105], [-1.432, 1.004, 3.808], [0.152, -0.670, -0.281], [-0.493, -0.584, 1.105], [-1.227, 0.691, 1.027], [-1.599, 1.183, -0.466], [-0.984, 2.447, -0.792], [-3.003, 0.947, -0.922], [-0.716, -0.013, -1.187], [0.264, -1.720, -0.549], [1.127, -0.190, -0.198], [0.277, -0.585, 1.876], [-1.214, -1.368, 1.337], [-5.090, 3.853, 3.338], [-5.257, 2.824, 2.159], [-4.536, 3.267, 1.089], [-3.270, 4.219, 1.525], [-3.175, 5.445, 0.686], [-2.019, 3.467, 1.747], [-3.900, 4.498, 3.019], [-4.920, 3.393, 4.312], [-5.875, 4.596, 3.483], [-6.273, 2.539, 1.888], [-4.758, 1.872, 2.342], [-3.279, -0.084, -4.392], [-3.262, 1.446, -4.795], [-4.607, 1.752, -4.657], [-5.587, 0.474, -5.089], [-5.535, 0.329, -6.517], [-6.912, 0.671, -4.441], [-4.589, -0.586, -4.302], [-2.690, -0.399, -3.531], [-2.842, -0.714, -5.167], [-2.992, 1.522, -5.849], [-2.656, 2.209, -4.305], [-0.119, -4.406, 1.632], [0.684, -5.457, 2.383], [-0.137, -6.595, 2.662], [-1.193, -3.887, 2.403], [-0.367, -4.939, 0.715], [0.618, -3.634, 1.409], [1.052, -5.037, 3.319], [1.558, -5.713, 1.784], [-0.995, -6.349, 3.016], [-1.391, -4.420, 3.177]], "mulliken_charge": [0.599, 0.386, -0.696, 1.067, -0.693, -0.610, -0.848, -0.415, -0.053, 0.354, -0.552, 0.646, 0.019, 0.285, 0.509, 0.396, -0.660, -0.866, 1.115, -0.673, -0.657, -0.318, 0.184, -0.436, 0.310, 0.303, 0.454, 0.391, 0.187, 0.229, -0.597, -0.610, -0.906, 1.070, -0.369, -0.787, 0.252, 0.416, 0.063, 0.053, 0.552, 0.417, 0.334, -0.568, 0.571, 0.026, -0.448, -0.974, 1.108, -0.604, -0.714, 0.279, 0.429, -0.300, -0.150, 0.564, 0.545, 0.365, -0.472, 0.340, -0.727, -0.694, -0.692, 0.985, -0.578, -0.503, -0.689, 0.295, 0.443, 0.321, 0.384, 0.507, 0.186, 0.346, 0.425, -0.477, -0.717, -0.857, 1.107, -0.593, -0.691, -0.317, 0.341, 0.256, 0.286, 0.397, 0.407, 0.379, 0.106, 0.346, -0.485, -0.185, -0.246, 0.533, -0.179, -0.120, -0.377, 0.237, 0.312, 0.296, 0.246, 0.683, 0.372, -0.214, 1.128, -0.568, -0.494, -0.430, -0.465, 0.321, -0.281, 0.000, 1.107, -0.165, 0.364, 0.336, -0.233, -0.463, 0.235, -0.379, -0.542, -0.319, 0.035, -0.384, -0.207, -0.200, 0.757, -0.570, -0.182, -0.381, 0.257, 0.287, 0.375, 0.218, 0.245, -0.055, -0.467, 0.983, -0.545, -0.523, -0.250, -0.222, 0.283, 0.410, 0.236, 1.059, -0.693, -0.582, -0.326, -0.006, -0.653, 0.421, 0.177, 0.366, 0.293]}

=====

{"formula": "C23H29N3O7S2", "method": "ωB97M-V/def2-TZVPD", "spin_multiplicity": 1, "fmax_ev_per_a": 1.23, "de_lowest_ev": 0.768, "homo_energy_ev": -8.933, "gap_ev": 9.44, "e_lumo_ev": 0.5047, "smiles": "COc1ccc(C(=O)N2CCN(S(=O)(=O)c3ccc(C)cc3)CC2)cc1S(=O)(=O)N1CCOCC1", "symbols": ["C", "H", "H", "H", "O", "C", "C", "C", "C", "C", "C", "H", "H", "C", "O", "N", "C", "H", "C", "N", "S", "O", "O", "C", "C", "C", "C", "C", "C", "H", "H", "C", "H", "H", "H", "H", "H", "C", "C", "H", "H", "H", "H", "H", "H", "H", "H", "S", "O", "O", "N", "C", "H", "C", "H", "O", "C", "H", "C", "H", "H", "H", "H", "H"], "coordinates": [[-2.494, -0.791, 3.588], [-1.524, -1.176, 3.912], [-3.254, -1.558, 3.728], [-2.756, 0.092, 4.179], [-2.500, -0.506, 2.204], [-1.570, 0.341, 1.711], [-1.521, 0.480, 0.325], [-0.606, 1.314, -0.285], [0.331, 2.002, 0.477], [0.260, 1.898, 1.864], [-0.677, 1.090, 2.479], [-0.690, 1.026, 3.555], [0.978, 2.443, 2.455], [1.473, 2.806, -0.052], [1.759, 3.881, 0.440], [2.206, 2.274, -1.069], [1.973, 1.008, -1.731], [1.345, 0.371, -1.108], [3.311, 0.291, -1.974], [4.232, 0.516, -0.888], [3.782, -0.124, 0.631], [2.916, 0.783, 1.334], [5.013, -0.469, 1.276], [2.854, -1.601, 0.237], [1.495, -1.604, 0.490], [0.733, -2.704, 0.138], [1.335, -3.810, -0.455], [2.713, -3.803, -0.664], [3.477, -2.701, -0.324], [4.543, -2.674, -0.485], [3.188, -4.666, -1.107], [0.508, -4.995, -0.839], [0.910, -5.482, -1.725], [0.505, -5.723, -0.028], [-0.519, -4.693, -1.026], [-0.335, -2.693, 0.297], [1.056, -0.742, 0.968], [4.604, 1.920, -0.773], [3.509, 2.846, -1.336], [3.549, 3.822, -0.851], [3.626, 2.975, -2.416], [5.547, 2.077, -1.308], [4.765, 2.119, 0.287], [3.794, 0.649, -2.888], [3.142, -0.781, -2.080], [1.460, 1.173, -2.688], [-0.651, 1.392, -1.359], [-2.509, -0.575, -0.743], [-2.480, -1.920, -0.245], [-2.035, -0.354, -2.080], [-4.083, -0.058, -0.713], [-4.317, 1.280, -1.203], [-3.687, 1.423, -2.081], [-5.800, 1.396, -1.568], [-6.052, 2.421, -1.846], [-6.622, 1.072, -0.471], [-6.373, -0.238, -0.013], [-7.048, -0.399, 0.829], [-4.913, -0.390, 0.421], [-4.679, -1.413, 0.708], [-4.716, 0.286, 1.265], [-6.592, -0.962, -0.810], [-6.014, 0.720, -2.408], [-4.064, 2.031, -0.438]], "mulliken_charge": [-1.084, 0.380, 0.287, 0.365, -0.311, 0.892, 0.479, -0.337, 0.489, -1.477, -0.843, 0.479, 0.392, 0.196, -0.704, 0.099, 0.122, -0.048, -1.369, 0.008, 1.486, -0.511, -0.794, -0.778, 0.117, -0.545, 0.639, -0.710, -0.382, 0.483, 0.437, -1.590, 0.394, 0.335, 0.320, 0.517, 0.580, -0.787, -0.957, 0.412, 0.363, 0.444, 0.438, 0.429, 0.334, 0.441, 0.684, 1.576, -0.756, -0.851, 0.032, -0.381, 0.441, -0.767, 0.350, -0.403, -0.734, 0.350, -0.213, 0.360, 0.186, 0.359, 0.360, 0.275]}

=====

{"formula": "C11H24ClIN2O2PSSc", "method": "ωB97M-V/def2-TZVPD", "charge": 2, "spin_multiplicity": 1, "fmax_ev_per_a": 3.93, "de_lowest_ev": 0.000, "homo_energy_ev": -15.436, "gap_ev": 7.41, "e_lumo_ev": -8.0259, "symbols": ["C", "C", "H", "H", "H", "O", "I", "Sc", "P", "C", "C", "H", "H", "H", "C", "H", "H", "H", "H", "H", "H", "C", "O", "Cl", "C", "C", "N", "C", "S", "N", "C", "C", "H", "H", "H", "H", "H", "H", "H", "H", "H", "H", "H", "H"], "coordinates": [[-0.481, -1.758, -2.402], [0.548, -0.988, -3.302], [-0.006, -2.755, -2.245], [-1.446, -1.862, -2.951], [-0.760, -1.552, -1.321], [1.649, -1.500, -3.503], [1.282, 2.265, -1.236], [-0.332, 0.068, -0.426], [0.189, 0.464, -4.364], [1.774, 1.255, -4.670], [-0.645, -0.332, -5.726], [-1.863, 1.157, -3.056], [-1.586, 2.056, -4.631], [-0.628, 2.483, -3.173], [-1.088, 1.636, -3.711], [-1.663, -0.574, -5.366], [-0.752, 0.379, -6.563], [1.798, 1.627, -5.700], [2.618, 0.559, -4.540], [-0.148, -1.258, -6.083], [1.889, 2.107, -3.978], [1.989, -0.601, -0.979], [3.140, -0.619, -1.034], [-2.534, 0.641, -0.260], [0.846, 2.171, 4.518], [-0.307, 1.650, 3.696], [0.167, 0.831, 2.548], [-0.079, -0.473, 2.432], [0.687, -1.516, 1.246], [-0.886, -1.072, 3.387], [-0.155, -1.529, 4.631], [-1.093, -2.349, 5.490], [1.556, 1.386, 4.778], [0.440, 2.587, 5.440], [1.371, 2.963, 3.987], [-0.964, 0.982, 4.249], [-0.899, 2.465, 3.270], [0.790, 1.273, 1.873], [-1.385, -1.881, 2.992], [0.742, -2.118, 4.390], [0.191, -0.628, 5.137], [-1.325, -3.312, 5.019], [-0.614, -2.526, 6.457], [-2.028, -1.802, 5.681]], "mulliken_charge": [-0.599, 0.393, 0.450, 0.446, 0.403, -0.436, -0.152, -0.204, 0.933, -1.096, -1.311, 0.355, 0.436, 0.317, -1.088, 0.437, 0.453, 0.433, 0.405, 0.404, 0.314, 0.314, -0.169, -0.265, -1.129, -0.646, 0.161, 0.223, -0.205, -0.366, -0.005, -1.311, 0.346, 0.341, 0.415, 0.373, 0.380, 0.238, 0.434, 0.315, 0.152, 0.358, 0.398, 0.352]}